1.
C33H41FeN6O7S2Si | ωB97M-V with the def2-TZVPD basis set

```
! RIJCOSX wB97M-V def2-TZVPD def2/J DEFGRID3
* xyz 0 2
Fe 0.0060 -0.1867 -0.3119
C -4.2717 -1.2383 0.3050
C -2.7996 -1.0312 0.3993
N -2.1695 0.0477 0.1496
N -2.9567 1.0548 -0.3346
C -2.6391 2.3600 -0.2023
N -3.4808 3.1774 -0.8798
S -1.3849 2.9320 0.7144
C -1.9672 -2.1460 0.8984
C -2.4803 -3.3634 1.3161
C -1.5984 -4.3145 1.8061
C -0.2505 -4.0162 1.8685
C 0.1724 -2.7719 1.4271
N -0.6740 -1.8626 0.9618
H -4.8181 -0.3737 -0.0617
H -4.4631 -2.0801 -0.3640
H -4.6599 -1.4824 1.2952
H -3.6763 0.7878 -0.9886
H -4.0029 2.8307 -1.6706
H -3.1925 4.1365 -0.9250
H -3.5364 -3.5753 1.2435
H -1.9647 -5.2806 2.1283
H 0.4722 -4.7249 2.2480
H 1.2207 -2.4844 1.4475
N 3.2375 0.5955 -2.7568
C 2.2488 0.8955 -1.8738
N 1.9194 2.1962 -1.6998
O 1.7761 -0.0139 -1.1690
H 3.3447 1.2131 -3.5455
H 3.2491 -0.3827 -2.9994
H 2.0576 2.8190 -2.4780
H 1.0648 2.3487 -1.1834
C -2.7132 6.6470 -4.5034
C -2.2502 5.2552 -4.1697
C -2.7448 4.1474 -4.8497
C -2.3064 2.8640 -4.5474
C -1.3648 2.6789 -3.5478
C -0.8613 3.7726 -2.8558
C -1.3016 5.0469 -3.1673
S -0.7613 1.0345 -3.2474
O -1.7812 0.1346 -3.7128
O 0.5324 0.9435 -3.8890
O -0.6325 1.0272 -1.7510
H -3.4557 6.6355 -5.3002
H -1.8763 7.2663 -4.8305
H -3.1574 7.1347 -3.6338
H -3.4823 4.2882 -5.6315
H -2.6962 2.0019 -5.0736
H -0.1483 3.6239 -2.0528
H -0.9074 5.8972 -2.6199
C 1.9331 3.2513 2.2209
C 2.7269 2.0040 2.6226
C 3.3757 2.2507 3.9892
C 3.8462 1.7779 1.5974
Si 1.5807 0.4889 2.6665
O 0.9353 0.1528 1.2200
C 0.2163 0.6859 3.9518
C 0.4410 0.9858 5.3004
C -0.6074 1.0987 6.2030
C -1.9149 0.9114 5.7757
C -2.1623 0.6081 4.4454
C -1.1071 0.4969 3.5500
C 2.6073 -1.0271 3.1434
C 2.4444 -1.6998 4.3561
C 3.1612 -2.8555 4.6464
C 4.0532 -3.3717 3.7186
C 4.2240 -2.7274 2.4994
C 3.5095 -1.5715 2.2207
H 2.5921 4.1282 2.2092
H 1.1133 3.4552 2.9154
H 1.5096 3.1475 1.2198
H 4.1454 3.0256 3.8937
H 3.8603 1.3533 4.3856
H 2.6504 2.6064 4.7242
H 4.4329 2.6974 1.4855
H 3.4522 1.5100 0.6150
H 4.5325 0.9914 1.9191
H 1.4535 1.1180 5.6672
H -0.4037 1.3300 7.2418
H -2.7353 1.0056 6.4770
H -3.1813 0.4685 4.1009
H -1.3104 0.2773 2.5130
H 1.7341 -1.3268 5.0854
H 3.0155 -3.3571 5.5959
H 4.6107 -4.2734 3.9410
H 4.9108 -3.1301 1.7642
H 3.6294 -1.1014 1.2493
O -2.3293 -2.1367 -1.6945
C -1.1760 -2.1508 -2.0901
O -0.1416 -1.6229 -1.5105
H -0.8931 -2.6958 -3.0053
*
```

Properties
Strongest force on any atom (eV/Å): 1.0
Frontier orbital gap (spin up / spin down) (eV): 7.6 / 8.1
E_LUMO (spin up / spin down) (eV): -0.7 / -0.2

Atomic partial charges in e from the Mulliken method, atoms 1 to 6:
1 Fe 0.159
2 C -1.870
3 C 0.663
4 N 1.557
5 N -0.780
6 C 0.022

***

2.
C4HBBrF6N | ωB97M-V with the def2-TZVPD basis set

```
! RIJCOSX wB97M-V def2-TZVPD def2/J DEFGRID3
* xyz 0 1
B 0.5179 0.1542 -0.2463
C 0.2272 -1.8136 1.5232
C -0.0649 -1.1905 0.2840
C -0.2258 0.1893 -1.7141
C -0.0436 1.0951 0.9572
N 0.4912 -2.4755 2.4632
F 0.2664 -0.8334 -2.4665
F -0.0865 1.3964 -2.3651
F -1.5278 -0.0078 -1.6804
F 0.5205 0.9776 2.1444
F -0.0502 2.3521 0.5602
F -1.4138 0.7922 1.1285
Br 2.4096 0.9201 -0.4442
H -1.0201 -1.5563 -0.1441
*
```

Properties
Strongest force on any atom (eV/Å): 2.7
Frontier orbital gap (spin up / spin down) (eV): 6.2 / 6.2
E_LUMO (spin up / spin down) (eV): -4.5 / -4.5
Energy relative to the best compared isomer or geometry (same formula, charge and spin) (eV): 0.000

Atomic partial charges in e from the natural (NBO) method, atoms 1 to 6:
1 B -0.054
2 C 0.147
3 C 0.045
4 C 0.810
5 C 0.868
6 N -0.079

***

3.
C9H14N2O5 | ωB97M-V with the def2-TZVPD basis set

```
! RIJCOSX wB97M-V def2-TZVPD def2/J DEFGRID3
* xyz 0 1
C -1.3667 0.0892 0.0402
C -0.3442 -0.9441 -0.5317
C -2.3246 -0.5891 1.0413
C -3.6265 -0.6697 0.2912
C -3.5789 0.4011 -0.7369
C 1.5130 0.4466 0.5059
C 1.3885 1.8100 -0.1020
C 2.9609 0.0814 0.8412
C 3.6654 -0.5153 -0.2405
H -1.8668 1.4711 -1.3636
H -0.7539 0.9180 0.3793
H -2.0258 -1.6212 1.3021
H -2.4122 0.1364 1.8424
H -3.6588 -1.6321 -0.2363
H -4.4842 -0.4713 0.8944
H -4.1448 0.1592 -1.6186
H -4.0895 1.2583 -0.3439
H 1.5396 -1.2421 -0.8893
H 1.0697 0.4507 1.4779
H 3.5296 0.8820 1.1757
H 3.0466 -0.6402 1.7175
H 4.8328 -1.4496 0.9560
H 2.4314 0.8513 -1.3909
N -2.1720 0.5913 -1.0811
N 0.9526 -0.6326 -0.2484
O -0.7271 -1.9094 -1.2221
O 0.7478 2.7562 0.2181
O 3.2079 -0.4364 -1.3783
O 4.6940 -1.3360 0.0204
O 1.9962 1.7863 -1.3200
*
```

Properties
Strongest force on any atom (eV/Å): 3.8
SMILES: O=C(O)C[C@H](NC(=O)[C@@H]1CCCN1)C(=O)O
Frontier orbital gap (eV): 8.1
E_LUMO (eV): -0.3
Energy relative to the best compared isomer or geometry (same formula, charge and spin) (eV): 2.377

Atomic partial charges in e from the natural (NBO) method, atoms 1 to 6:
1 C -0.149
2 C 0.697
3 C -0.415
4 C -0.412
5 C -0.213
6 C -0.163

***

Question: The highest strongest force on any atom belongs to which entry?
Answer: C9H14N2O5

***

Repeat the second record exactly.
C4HBBrF6N | ωB97M-V with the def2-TZVPD basis set

```
! RIJCOSX wB97M-V def2-TZVPD def2/J DEFGRID3
* xyz 0 1
B 0.5179 0.1542 -0.2463
C 0.2272 -1.8136 1.5232
C -0.0649 -1.1905 0.2840
C -0.2258 0.1893 -1.7141
C -0.0436 1.0951 0.9572
N 0.4912 -2.4755 2.4632
F 0.2664 -0.8334 -2.4665
F -0.0865 1.3964 -2.3651
F -1.5278 -0.0078 -1.6804
F 0.5205 0.9776 2.1444
F -0.0502 2.3521 0.5602
F -1.4138 0.7922 1.1285
Br 2.4096 0.9201 -0.4442
H -1.0201 -1.5563 -0.1441
*
```

Properties
Strongest force on any atom (eV/Å): 2.7
Frontier orbital gap (spin up / spin down) (eV): 6.2 / 6.2
E_LUMO (spin up / spin down) (eV): -4.5 / -4.5
Energy relative to the best compared isomer or geometry (same formula, charge and spin) (eV): 0.000

Atomic partial charges in e from the natural (NBO) method, atoms 1 to 6:
1 B -0.054
2 C 0.147
3 C 0.045
4 C 0.810
5 C 0.868
6 N -0.079